46
Properties=species:S:1:pos:R:3:lowdin_spin:R:1 method="wB97M-V/def2-TZVPD" multiplicity=5 energy_ha=-1094.34747 homo_lumo_gap_ha="0.283 / 0.143" lumo_energy_ev="-6.4 / -11.4" total_charge=+2 mol_weight_g_mol=497.27
H 0.95898 3.28876 0.27660 -0.001
N 0.53348 1.74576 -1.09590 0.218
B 0.15708 0.32486 -3.15870 0.003
N 0.53368 1.65676 -2.45110 0.112
C 0.89428 2.85186 -2.98660 0.144
Pt -0.00592 -0.01844 0.05440 0.975
H 0.95158 2.97556 -4.06750 0.002
C 1.13568 3.74456 -1.94230 0.397
H 1.44258 4.78666 -2.01800 0.014
C 0.89408 2.99806 -0.77170 0.040
H 0.21918 0.45706 -4.35910 -0.001
C -0.52512 -1.72024 1.10470 0.236
H -0.50052 -1.56384 2.19490 0.036
H 0.17558 -2.53394 0.84410 0.020
H -1.54422 -2.02984 0.81070 0.022
N -1.28382 -0.07134 -2.73470 0.027
N 1.14028 -0.78174 -2.68760 0.013
N -1.58862 -0.26434 -1.42590 0.195
N 1.24568 -1.09494 -1.37090 0.088
C -2.39412 -0.25714 -3.49470 -0.003
C 2.00108 -1.54524 -3.40930 -0.001
H -2.34562 -0.14364 -4.57730 0.001
H 2.06028 -1.43494 -4.49160 0.000
C -3.45402 -0.58214 -2.64830 0.017
C 2.68708 -2.38204 -2.52900 0.013
C -2.89412 -0.57164 -1.35520 0.018
C 2.17538 -2.05724 -1.25670 0.018
H -4.48532 -0.79364 -2.92740 0.002
H 3.45028 -3.11924 -2.77320 0.001
H -3.35582 -0.76344 -0.38660 0.001
H 2.42558 -2.45784 -0.27420 0.001
H -0.89412 0.76666 1.07880 0.138
C 1.02858 -1.01684 4.05360 0.037
C -0.00592 -0.01844 3.47430 0.093
C -1.42022 -0.26384 4.06230 0.013
C 0.42908 1.39626 3.89600 0.053
O -0.00592 -0.01844 2.05440 1.035
H 1.07598 -0.92454 5.16020 0.006
H 2.03808 -0.80514 3.64020 0.000
H 0.77968 -2.07424 3.82830 0.003
H -1.40102 -0.15834 5.16870 0.001
H -2.13952 0.47716 3.65200 0.001
H -1.81062 -1.27944 3.84490 0.002
H 1.43908 1.62806 3.49340 -0.001
H -0.27952 2.15486 3.49800 0.000
H 0.46158 1.49316 5.00320 0.010


7
Properties=species:S:1:pos:R:3:nbo_charge:R:1 method="wB97M-V/def2-TZVPD" energy_ha=-1023.70843 homo_lumo_gap_ha=0.261 lumo_energy_ev=3.3 total_charge=-1 smiles="O=C([O-])C(=S)S" mol_weight_g_mol=121.16
C 0.01796 2.99466 -0.12844 0.799
C 0.49743 1.37211 -0.15696 -0.385
O -0.13151 3.14742 -1.33188 -0.682
O -0.15676 3.53947 0.93545 -0.696
S 2.04264 0.92602 -0.44128 -0.119
S -0.89989 0.26004 -0.30803 -0.031
H -0.64418 -0.47459 -1.42440 0.114


53
Properties=species:S:1:pos:R:3:lowdin_spin:R:1 method="wB97M-V/def2-TZVPD" multiplicity=2 energy_ha=-8223.54022 homo_lumo_gap_ha="0.266 / 0.223" lumo_energy_ev="-11.3 / -12.5" total_charge=+3 mol_weight_g_mol=758.40
Ir -0.55536 -0.67655 -0.28049 0.705
C 2.76013 -1.99027 0.57184 -0.001
As 1.86644 -0.84350 -0.68838 -0.010
C 2.23840 -1.54286 -2.43856 -0.002
C 2.59701 0.92312 -0.56773 -0.002
C 3.96374 1.15870 -0.49473 0.000
C 4.42815 2.46914 -0.45035 0.000
C 3.53846 3.53516 -0.47851 0.000
C 2.16915 3.30730 -0.55168 -0.001
C 1.70893 1.99580 -0.59568 -0.002
As -0.16013 1.64066 -0.78580 -0.007
C -0.74828 1.96951 -2.58235 -0.001
C -1.16912 2.76975 0.39179 0.003
H 3.79645 -2.09329 0.24879 0.000
H 2.29233 -2.97398 0.56164 0.000
H 2.72785 -1.56230 1.57059 0.000
H 3.32139 -1.53913 -2.56523 -0.001
H 1.76917 -0.92165 -3.19671 0.000
H 1.86071 -2.56142 -2.51155 0.000
H 4.67414 0.34101 -0.47416 0.000
H 5.49205 2.65737 -0.39359 0.000
H 3.90962 4.55071 -0.44333 0.000
H 1.49057 4.15160 -0.57615 0.000
H -0.54095 3.02001 -2.79541 -0.001
H -1.81869 1.78321 -2.65180 0.000
H -0.20053 1.33133 -3.27151 0.000
H -0.88807 3.79530 0.14136 0.000
H -0.92883 2.56633 1.43234 0.000
H -2.23193 2.63070 0.20737 0.000
Br -3.33695 0.25675 2.06176 0.005
C -3.69247 -0.74860 0.51931 0.001
C -4.98840 -1.20351 0.30839 -0.001
C -5.27713 -1.90170 -0.84933 0.000
C -4.26774 -2.10593 -1.78824 -0.001
C -3.01462 -1.62399 -1.50640 -0.001
N -2.70496 -0.97203 -0.35482 0.000
C -1.90936 -1.75209 -2.50988 0.003
O -1.98770 -2.29715 -3.55345 0.049
O -0.75702 -1.08055 -2.13280 0.190
H -5.75054 -0.99748 1.04686 0.000
H -6.27970 -2.26834 -1.02831 0.000
H -4.43813 -2.61921 -2.72547 0.000
C 0.29451 -1.12530 4.43949 0.025
C -0.43896 -2.05691 3.71625 -0.001
C -0.67218 -1.82302 2.37981 0.015
N -0.17961 -0.73867 1.73757 0.021
C 0.55546 0.15206 2.44057 0.014
C 0.79080 0.00016 3.78742 0.001
H 0.47867 -1.27232 5.49612 0.001
H -0.84043 -2.94605 4.18211 0.000
H -1.26768 -2.51161 1.79065 0.000
H 0.95509 0.99671 1.89348 0.000
H 1.36623 0.74698 4.31690 0.000


22
Properties=species:S:1:pos:R:3:lowdin_spin:R:1 method="wB97M-V/def2-TZVPD" multiplicity=2 energy_ha=-313.08731 homo_lumo_gap_ha="0.191 / 0.174" lumo_energy_ev="4.0 / 3.7" total_charge=-1 mol_weight_g_mol=110.20
C 2.71239 -0.29454 1.13258 0.030
C 1.21339 -0.57867 0.97527 0.078
C 0.82113 -0.83921 -0.43888 0.551
C -0.20906 0.00176 -1.15040 0.058
C -1.30117 0.48949 -0.20045 0.103
C -2.22177 -0.41986 0.35376 0.012
C -3.43459 -0.17045 0.96441 0.050
C 0.37776 1.19224 -1.90591 0.028
H 2.94138 0.46917 0.37684 0.004
H 3.31949 -1.15286 0.81611 0.001
H 3.04309 0.06004 2.10626 0.004
H 0.76079 0.42521 1.09205 0.001
H 0.83486 -1.16597 1.81299 0.016
H -0.78505 -0.58297 -1.87877 0.013
H 1.07111 -1.75417 -0.99325 0.032
H -1.16496 1.46716 0.26362 0.005
H -1.99799 -1.45807 0.08943 0.000
H -3.99505 -0.96291 1.44766 0.005
H -3.55455 0.80558 1.43864 0.003
H 1.12684 0.85177 -2.62883 0.002
H -0.41829 1.71219 -2.44154 0.003
H 0.86026 1.90507 -1.23160 0.001


121
Properties=species:S:1:pos:R:3:mulliken_charge:R:1 method="wB97M-V/def2-TZVPD" energy_ha=-3828.29917 homo_lumo_gap_ha=0.266 lumo_energy_ev=-0.8 total_charge=0 mol_weight_g_mol=1152.96
Tl 0.64780 0.47451 -0.10871 2.348
O 1.92571 5.52257 -1.68360 -0.707
C 2.04275 5.53973 -0.34738 0.799
C 1.94001 6.78313 0.27990 -0.725
C 2.03787 6.88654 1.65004 -0.393
C 2.25688 5.75522 2.43799 -0.900
C 2.36509 4.52695 1.82355 -0.267
C 2.25265 4.38736 0.43537 -0.051
C 2.27640 3.02599 -0.13720 0.198
O 2.39875 1.99683 0.58671 -0.216
N 2.16327 2.92985 -1.47080 -2.310
N 1.82217 1.69150 -1.81934 1.260
C 2.05872 1.26370 -2.99330 -0.872
C 1.55631 -0.04505 -3.40309 0.967
C 1.80083 -0.52959 -4.68331 -1.251
C 1.25973 -1.74649 -5.05156 -0.774
C 0.49161 -2.44357 -4.13273 -0.779
C 0.32624 -1.89904 -2.86993 -0.856
N 0.84687 -0.72914 -2.50514 1.534
H 1.94703 4.57727 -1.96989 0.499
H 1.76471 7.65284 -0.33914 0.454
H 1.94188 7.85840 2.11830 0.390
H 2.33996 5.84093 3.51359 0.460
H 2.54186 3.63622 2.40470 0.493
H 2.62648 1.86523 -3.69779 0.487
H 2.39835 0.05402 -5.37190 0.566
H 1.43208 -2.14474 -6.04317 0.505
H 0.03556 -3.39272 -4.37830 0.566
H -0.23637 -2.42345 -2.12222 0.087
C -0.39210 -0.74470 1.35852 -1.585
Si 0.40079 -2.39802 1.66944 -0.190
C 2.22908 -2.05338 1.43446 -1.260
N 2.61724 -1.77560 0.04911 1.707
C 3.78857 -0.89784 0.00122 -1.182
C 4.12670 -0.52691 -1.43398 0.479
C 4.38540 -1.77814 -2.26875 -1.696
C 3.21061 -2.74589 -2.13754 0.040
C 2.89618 -3.01473 -0.67257 -1.066
C -0.41145 -3.68151 0.58606 0.311
C -0.06479 -5.03456 0.68189 -0.018
C -0.72493 -5.99982 -0.06408 -0.802
C -1.75723 -5.63091 -0.91874 -0.867
C -2.11955 -4.29650 -1.02531 0.129
C -1.45220 -3.33600 -0.27385 -0.465
C 0.16261 -2.91642 3.45814 0.418
C 0.79474 -2.19601 4.47780 -0.192
C 0.67574 -2.57751 5.80746 -0.729
C -0.08299 -3.68906 6.14695 -0.587
C -0.73320 -4.40650 5.15517 -0.769
C -0.61153 -4.02150 3.82658 -0.250
H -0.36012 -0.09470 2.23334 0.336
H -1.38395 -0.72476 0.91182 0.833
H 2.85374 -2.82680 1.91461 0.447
H 2.39644 -1.13575 2.01481 0.382
H 4.65572 -1.40340 0.46547 0.548
H 3.57952 0.00284 0.58302 0.186
H 4.99260 0.13728 -1.44283 0.613
H 3.27999 0.02655 -1.85926 -0.442
H 5.29844 -2.26932 -1.91517 0.471
H 4.54536 -1.50969 -3.31466 0.505
H 3.43445 -3.69372 -2.63170 0.576
H 2.32448 -2.31776 -2.62074 -0.338
H 3.76074 -3.52175 -0.20416 0.438
H 2.03715 -3.68166 -0.57835 0.133
H 0.74183 -5.33895 1.34146 0.531
H -0.44013 -7.04056 0.02506 0.433
H -2.28731 -6.38561 -1.48599 0.407
H -2.93189 -4.00344 -1.68153 0.508
H -1.77487 -2.30364 -0.33660 -0.152
H 1.39034 -1.32221 4.23958 0.027
H 1.17508 -2.00368 6.57705 0.477
H -0.16865 -3.99276 7.18268 0.388
H -1.33887 -5.26565 5.41473 0.418
H -1.14064 -4.58559 3.06799 0.301
O -3.79500 4.94473 1.27866 -0.580
C -3.29463 4.73981 2.47982 0.533
O -3.76281 5.26426 3.46028 -0.623
C -2.10884 3.81869 2.59825 -0.703
C -1.52031 3.49932 3.80255 0.096
Cl -1.96583 4.04204 5.34955 -0.193
N -0.48063 2.65248 3.57045 0.123
N -0.35947 2.42168 2.24634 0.672
C -1.31869 3.09737 1.64987 0.408
C -1.42147 2.99789 0.14418 0.451
O -2.39535 3.52105 -0.41200 -1.016
O -0.50700 2.40488 -0.50322 -0.470
C 0.50071 2.07225 4.45044 0.460
C 0.35114 2.03826 5.83232 -0.848
C 1.35639 1.49160 6.61912 -0.869
C 2.50800 0.97185 6.05204 -0.720
C 2.64281 0.99594 4.67138 -0.772
C 1.64728 1.53399 3.87263 0.997
H -3.30451 4.42159 0.57503 0.431
H -0.53370 2.42166 6.30854 0.434
H 1.22700 1.48085 7.69391 0.400
H 3.28605 0.55020 6.67476 0.443
H 3.53581 0.59994 4.20259 0.393
H 1.78178 1.58661 2.80357 -0.006
C -6.31351 -0.99469 -5.93173 -1.589
C -5.23309 -0.56961 -4.97508 0.582
C -4.17508 0.22403 -5.39852 -0.981
C -3.19017 0.64772 -4.51803 1.089
C -2.06172 1.51310 -5.03290 -1.596
C -3.25354 0.23587 -3.17811 0.491
C -2.15634 0.64624 -2.29133 -0.430
O -1.82711 0.05556 -1.27943 0.043
C -4.32597 -0.55371 -2.71952 0.939
C -4.49728 -0.97006 -1.27904 -1.253
C -5.29502 -0.93700 -3.63426 -1.053
H -6.01025 -0.84190 -6.96641 0.370
H -7.22296 -0.41512 -5.75957 0.312
H -6.56680 -2.04646 -5.79511 0.373
H -4.11924 0.52764 -6.43845 0.320
H -2.21880 1.74620 -6.08426 0.395
H -1.09437 1.00886 -4.94157 0.224
H -1.99277 2.45583 -4.48838 0.393
H -1.59516 1.54716 -2.57517 0.137
H -4.20508 -0.18084 -0.58895 0.226
H -3.88206 -1.84029 -1.04319 0.026
H -5.53876 -1.23090 -1.09415 0.527
H -6.13192 -1.53533 -3.28821 0.448